Arrangement i

Formula: CH5BrSi
Source: OMol25
Level of theory: ωB97M-V with the def2-TZVPD basis set

Each line ends with the natural charge from an NBO analysis.
Positions of all 8 atoms, in Å:
C (0.69362, -0.78410, -0.04553)  -1.1711
Si (0.03129, 0.94006, -0.14139)  1.3141
Br (-3.25747, 0.00535, 0.57302)  -0.6837
H (0.19638, -1.66192, -0.31831)  0.2888
H (1.67378, -0.94497, -0.49693)  0.2694
H (0.88457, -0.82876, 1.05758)  0.2642
H (-1.01815, 1.26492, -1.11429)  -0.1171
H (0.79598, 2.00942, 0.48586)  -0.1645

* orbital gap: 6.25 eV
* spin multiplicity: 1
* HOMO energy: -8.420 eV

=====

Arrangement ii

Formula: CH5BrSi
Source: OMol25
Level of theory: ωB97M-V with the def2-TZVPD basis set

Each line ends with the natural charge from an NBO analysis.
Positions of all 8 atoms, in Å:
C (0.03302, -0.78756, 0.50881)  -0.8854
Si (0.81019, 0.97467, -0.78444)  0.8864
Br (2.76937, 1.10918, 0.19988)  -0.3265
H (0.84154, -1.41445, 0.52749)  0.2020
H (-0.03750, -0.15545, 1.35278)  0.2026
H (-0.93910, -1.32252, 0.21435)  0.2195
H (0.17515, 2.19353, -0.49980)  -0.1599
H (1.05271, 0.33233, -2.10841)  -0.1387

* orbital gap: 10.26 eV
* spin multiplicity: 1
* HOMO energy: -9.403 eV

=====

The structure with the least stability is arrangement i.

=====

Arrangement i

Formula: C2HClF2O2
Source: OMol25
Level of theory: ωB97M-V with the def2-TZVPD basis set

Each line ends with the natural charge from an NBO analysis.
Positions of all 8 atoms, in Å:
C (1.64816, 0.33632, -0.05731)  0.3550
C (0.39124, -0.62051, -0.04203)  0.5307
O (1.58774, 1.56490, 0.69663)  -0.2183
O (1.49487, 1.52927, -0.66208)  -0.2244
F (0.35693, -1.34147, 1.11102)  -0.3360
F (0.45561, -1.51552, -1.00560)  -0.3014
Cl (3.19936, -0.48304, -0.00970)  0.0293
H (-0.58814, 0.07176, 0.06815)  0.1651

* orbital gap: 11.69 eV
* spin multiplicity: 1
* HOMO energy: -10.956 eV

=====

Arrangement ii

Formula: C2HClF2O2
Source: OMol25
Level of theory: ωB97M-V with the def2-TZVPD basis set

Each line ends with the natural charge from an NBO analysis.
Positions of all 8 atoms, in Å:
C (-0.25136, 0.30531, -0.48822)  0.7903
C (1.03832, 0.00891, 0.01717)  0.0184
O (-0.70869, 0.93937, -1.29708)  -0.3563
O (-1.42659, -0.91917, 0.69534)  -0.3245
F (1.94990, 0.10356, -0.96461)  -0.2909
F (-2.73714, -0.62541, 0.28433)  -0.1803
Cl (1.08440, 1.24262, 1.21085)  0.0872
H (1.05114, -1.05518, 0.54222)  0.2561

* orbital gap: 10.08 eV
* spin multiplicity: 1
* HOMO energy: -10.293 eV

=====

The structure with the least stability is arrangement ii.